Entry 1:
Formula: C33H36F4KN13OS5
Source: the Open Molecules 2025 dataset
Level of theory: ωB97M-V with the def2-TZVPD basis set

Element x y z (Å)
K (1.544, -0.898, 0.549)
C (-3.801, 0.128, 1.121)
N (-1.375, 0.381, 1.362)
C (-1.231, -0.521, 2.498)
C (-1.530, 1.752, 1.832)
C (-0.226, 2.407, 2.357)
N (0.989, 1.779, 1.891)
C (2.116, 2.462, 1.964)
C (3.355, 1.771, 1.705)
F (3.281, 0.428, 1.516)
C (4.586, 2.360, 1.708)
F (5.682, 1.591, 1.474)
C (4.776, 3.712, 1.972)
C (3.622, 4.404, 2.277)
F (3.715, 5.726, 2.579)
C (2.369, 3.837, 2.296)
F (1.344, 4.669, 2.654)
H (-4.543, -0.210, 0.403)
H (-3.964, 1.172, 1.379)
H (-3.810, -0.519, 1.995)
H (-2.036, -0.392, 3.240)
H (-0.280, -0.251, 2.952)
H (-1.165, -1.564, 2.201)
H (-2.266, 1.789, 2.652)
H (-1.928, 2.350, 1.016)
H (-0.266, 2.392, 3.459)
H (-0.314, 3.458, 2.074)
H (5.747, 4.179, 1.948)
N (1.562, -2.076, 5.738)
C (1.436, -1.053, 4.877)
N (1.946, -1.375, 3.716)
C (2.370, -2.656, 3.917)
N (2.163, -3.120, 5.133)
C (2.993, -3.475, 2.855)
C (3.562, -4.707, 3.138)
N (4.085, -5.470, 2.182)
C (4.004, -4.997, 0.944)
C (3.456, -3.752, 0.659)
N (2.967, -2.982, 1.621)
H (1.222, -2.166, 6.677)
H (0.986, -0.107, 5.135)
H (3.582, -5.079, 4.155)
H (4.392, -5.619, 0.146)
H (3.390, -3.376, -0.354)
N (5.689, -1.287, 0.715)
C (5.402, -0.800, -0.534)
N (4.212, -0.762, -1.037)
C (4.240, -0.290, -2.336)
C (5.466, 0.040, -2.808)
S (6.663, -0.262, -1.602)
C (2.961, -0.189, -3.063)
C (2.786, 0.312, -4.310)
S (1.118, 0.184, -4.753)
C (0.789, -0.550, -3.198)
N (1.837, -0.651, -2.428)
N (-0.432, -0.951, -2.828)
H (4.855, -1.397, 1.280)
H (6.428, -0.801, 1.197)
H (5.732, 0.436, -3.773)
H (3.513, 0.755, -4.969)
H (-1.222, -0.839, -3.436)
H (-0.489, -1.648, -2.080)
S (-0.769, -6.180, 0.107)
C (-0.287, -4.560, 0.280)
S (0.350, -3.664, -1.076)
S (-0.267, -3.791, 1.844)
C (-6.747, 0.552, -3.217)
C (-5.842, 1.517, -2.460)
N (-4.639, 1.870, -3.192)
C (-4.774, 2.867, -4.239)
C (-4.710, 4.287, -3.690)
C (-3.385, 1.369, -2.934)
O (-2.425, 1.730, -3.600)
C (-3.241, 0.408, -1.795)
C (-3.767, -0.893, -1.839)
C (-3.084, -1.817, -1.010)
C (-2.274, -1.403, -0.011)
N (-2.469, -0.003, 0.464)
C (-2.401, 0.792, -0.782)
H (-7.610, 0.281, -2.606)
H (-6.205, -0.359, -3.463)
H (-7.116, 0.990, -4.147)
H (-5.548, 1.075, -1.510)
H (-6.390, 2.440, -2.239)
H (-5.719, 2.698, -4.764)
H (-3.962, 2.711, -4.946)
H (-5.515, 4.480, -2.978)
H (-4.789, 5.018, -4.497)
H (-3.758, 4.440, -3.180)
H (-4.415, -1.220, -2.638)
H (-3.062, -2.877, -1.239)
H (-1.561, -2.018, 0.518)
H (-1.670, 1.579, -0.814)

Frontier orbital gap (hartree): 0.1496
Spin multiplicity: 1
Total charge: -2

Löwdin atomic charge list, values in e, 4 entries: atom 1 (K): 0.56, atom 2 (C): 0.01, atom 3 (N): -0.12, atom 4 (C): -0.10

Entry 2:
Formula: C33H36F6GeMoN5O3PS2Se
Source: the Open Molecules 2025 dataset
Level of theory: ωB97M-V with the def2-TZVPD basis set

Element x y z (Å)
Mo (0.980, -1.053, 0.453)
O (-0.467, -3.448, 3.518)
C (0.103, -2.631, 2.857)
N (0.188, -2.618, 1.451)
C (-0.526, -3.566, 0.709)
O (-1.470, -4.221, 1.041)
C (0.041, -3.649, -0.674)
C (-0.246, -4.682, -1.542)
C (0.383, -4.684, -2.778)
C (1.259, -3.658, -3.099)
C (1.489, -2.651, -2.181)
N (0.878, -2.657, -0.991)
C (0.893, -1.506, 3.437)
C (1.038, -1.358, 4.797)
C (1.768, -0.275, 5.263)
C (2.315, 0.609, 4.351)
C (2.128, 0.392, 2.999)
N (1.436, -0.660, 2.551)
H (-0.937, -5.453, -1.230)
H (0.194, -5.482, -3.483)
H (1.773, -3.633, -4.050)
H (2.158, -1.826, -2.383)
H (0.570, -2.080, 5.451)
H (1.899, -0.120, 6.325)
H (2.873, 1.477, 4.672)
H (2.533, 1.067, 2.261)
C (2.048, 3.173, -0.553)
C (1.309, 1.877, -0.672)
N (1.908, 0.768, -0.268)
N (3.255, 0.994, 0.028)
C (3.934, -0.053, 0.322)
S (3.284, -1.672, 0.353)
S (5.635, 0.029, 0.687)
C (5.989, 1.805, 0.511)
C (6.500, 2.226, -0.841)
C (5.818, 1.906, -2.012)
C (6.289, 2.342, -3.240)
C (7.449, 3.102, -3.314)
C (8.138, 3.418, -2.154)
C (7.665, 2.979, -0.924)
C (-0.014, 1.850, -1.264)
C (-0.540, 2.970, -1.939)
C (-1.758, 2.917, -2.575)
C (-2.501, 1.737, -2.568)
C (-2.026, 0.622, -1.917)
C (-0.803, 0.694, -1.257)
O (-0.412, -0.392, -0.582)
H (2.940, 3.175, -1.179)
H (2.390, 3.273, 0.477)
H (1.427, 4.026, -0.790)
H (6.731, 2.014, 1.281)
H (5.072, 2.331, 0.776)
H (4.919, 1.304, -1.962)
H (5.753, 2.085, -4.144)
H (7.816, 3.440, -4.274)
H (9.047, 4.001, -2.202)
H (8.210, 3.226, -0.021)
H (0.022, 3.888, -1.988)
H (-2.134, 3.792, -3.086)
H (-3.456, 1.697, -3.077)
H (-2.579, -0.307, -1.885)
F (-1.356, -0.326, 2.132)
P (-1.532, 1.286, 2.474)
F (-2.921, 0.976, 3.197)
F (-2.272, 1.474, 1.055)
F (-1.621, 2.845, 2.764)
F (-0.716, 1.040, 3.842)
F (-0.081, 1.510, 1.691)
C (-5.788, -1.554, -2.372)
Ge (-6.265, -0.690, -0.680)
C (-7.028, 1.075, -1.004)
C (-7.451, -1.823, 0.372)
C (-4.619, -0.399, 0.385)
Se (-3.448, -1.939, 0.471)
C (-3.693, -2.335, 2.349)
H (-6.586, -2.225, -2.691)
H (-4.881, -2.152, -2.265)
H (-5.633, -0.817, -3.160)
H (-7.872, 1.018, -1.692)
H (-6.277, 1.736, -1.441)
H (-7.375, 1.523, -0.074)
H (-8.412, -1.956, -0.123)
H (-7.630, -1.380, 1.353)
H (-7.003, -2.808, 0.512)
H (-4.866, -0.154, 1.418)
H (-4.040, 0.437, -0.005)
H (-4.742, -2.578, 2.504)
H (-3.402, -1.462, 2.927)
H (-3.068, -3.190, 2.589)

Frontier orbital gap (spin up / spin down) (hartree): 0.1328 / 0.1519
Spin multiplicity: 2
Total charge: +1

Löwdin atomic charge list, values in e, 4 entries: atom 1 (Mo): 1.71, atom 2 (O): 0.18, atom 3 (C): -0.40, atom 4 (N): -0.03

Entry 3:
Formula: C33H36LuN4O4PS
Source: the Open Molecules 2025 dataset
Level of theory: ωB97M-V with the def2-TZVPD basis set

Element x y z (Å)
Lu (-1.249, 0.974, -1.750)
N (-1.156, -1.386, -1.076)
C (-2.318, -2.137, -1.535)
C (-3.683, -1.578, -1.115)
N (-3.694, -0.106, -1.170)
C (-4.656, 0.507, -2.154)
C (-3.968, 0.790, -3.443)
N (-2.829, 1.729, -3.238)
H (-0.353, -1.672, -1.609)
H (-0.860, -1.651, -0.093)
H (-2.369, -3.135, -1.198)
H (-2.262, -2.255, -2.620)
H (-3.961, -1.857, -0.072)
H (-4.445, -2.008, -1.732)
H (-3.834, 0.369, -0.265)
H (-5.080, 1.407, -1.720)
H (-5.469, -0.198, -2.395)
H (-4.731, 1.211, -4.181)
H (-3.545, -0.100, -3.901)
H (-3.246, 2.700, -3.209)
H (-2.242, 1.776, -4.067)
O (-3.393, 1.524, 1.430)
C (-2.176, 1.702, 1.313)
O (-1.563, 1.622, 0.210)
C (-1.434, 2.035, 2.562)
C (-1.947, 3.095, 3.313)
C (-1.496, 3.406, 4.559)
C (-0.520, 2.564, 5.121)
C (0.040, 1.529, 4.406)
C (-0.417, 1.217, 3.117)
P (0.338, -0.165, 2.095)
C (-0.618, -1.576, 2.851)
C (-1.584, -1.422, 3.795)
C (-2.070, -2.518, 4.496)
C (-1.602, -3.838, 4.293)
C (-0.736, -3.961, 3.216)
C (-0.288, -2.895, 2.493)
C (1.857, -0.192, 3.028)
C (2.119, -1.050, 4.075)
C (3.357, -0.945, 4.758)
C (4.259, 0.017, 4.364)
C (4.083, 0.743, 3.190)
C (2.835, 0.709, 2.595)
H (-2.687, 3.680, 2.808)
H (-1.959, 4.196, 5.156)
H (-0.115, 2.767, 6.139)
H (0.751, 0.820, 4.838)
H (-1.975, -0.408, 3.977)
H (-2.873, -2.339, 5.255)
H (-1.811, -4.608, 4.986)
H (-0.358, -4.929, 2.998)
H (0.396, -3.003, 1.672)
H (1.497, -1.874, 4.304)
H (3.511, -1.576, 5.607)
H (5.251, 0.007, 4.835)
H (4.920, 1.305, 2.799)
H (2.650, 1.286, 1.729)
O (-0.487, 2.726, -2.927)
C (0.599, 2.088, -2.904)
O (0.908, 1.509, -1.749)
C (1.350, 1.648, -4.115)
C (2.554, 2.174, -4.507)
C (3.284, 1.653, -5.521)
C (2.774, 0.520, -6.194)
C (1.601, -0.088, -5.749)
C (0.898, 0.420, -4.682)
S (-0.488, -0.486, -4.058)
H (2.956, 3.148, -4.131)
H (4.168, 2.184, -5.899)
H (3.171, 0.034, -7.066)
H (1.323, -0.966, -6.280)
C (4.925, -0.810, -2.414)
C (3.477, -0.384, -2.308)
C (2.622, -1.299, -1.617)
N (1.855, -2.010, -1.127)
H (5.492, 0.006, -2.899)
H (4.966, -1.660, -3.091)
H (5.465, -1.017, -1.479)
H (3.094, -0.270, -3.334)
H (3.203, 0.575, -1.790)

Frontier orbital gap (hartree): 0.2934
Spin multiplicity: 1
Total charge: 0

Löwdin atomic charge list, values in e, 4 entries: atom 1 (Lu): 1.59, atom 2 (N): -0.08, atom 3 (C): -0.26, atom 4 (C): -0.18

Entry 4:
Formula: C33H36N10O2SZr
Source: the Open Molecules 2025 dataset
Level of theory: ωB97M-V with the def2-TZVPD basis set

Element x y z (Å)
Zr (-0.061, -0.122, -0.115)
O (-3.948, 1.276, -0.886)
C (-2.852, 1.092, -0.374)
N (-2.131, -0.040, -0.316)
C (-2.764, -1.291, -0.207)
C (-3.981, -1.664, -0.761)
C (-4.503, -2.918, -0.474)
C (-3.840, -3.773, 0.390)
C (-2.633, -3.406, 0.967)
C (-2.070, -2.171, 0.659)
N (-0.855, -1.639, 1.147)
C (-0.260, -2.196, 2.216)
O (-0.527, -3.246, 2.781)
C (0.912, -1.393, 2.736)
C (1.626, -1.966, 3.789)
C (2.736, -1.318, 4.291)
C (3.057, -0.081, 3.750)
C (2.272, 0.429, 2.728)
N (1.223, -0.204, 2.185)
C (-2.165, 2.200, 0.384)
C (-2.868, 3.382, 0.587)
C (-2.334, 4.351, 1.416)
C (-1.148, 4.057, 2.078)
C (-0.529, 2.841, 1.841)
N (-0.990, 1.924, 0.978)
H (-4.528, -0.961, -1.370)
H (-5.440, -3.213, -0.920)
H (-4.271, -4.729, 0.647)
H (-2.139, -4.069, 1.658)
H (1.282, -2.917, 4.168)
H (3.331, -1.757, 5.076)
H (3.905, 0.478, 4.110)
H (2.534, 1.406, 2.338)
H (-3.824, 3.493, 0.097)
H (-2.839, 5.292, 1.562)
H (-0.722, 4.759, 2.777)
H (0.363, 2.581, 2.402)
N (1.492, 1.674, -0.143)
C (2.770, 1.654, -0.868)
C (2.468, 1.265, -2.314)
N (1.618, 0.063, -2.354)
C (2.412, -1.159, -2.541)
C (3.036, -1.599, -1.217)
N (2.035, -1.492, -0.139)
H (0.911, 2.384, -0.592)
H (1.668, 2.004, 0.804)
H (3.434, 0.932, -0.388)
H (3.273, 2.632, -0.857)
H (3.407, 1.116, -2.862)
H (1.934, 2.092, -2.792)
H (1.024, 0.155, -3.176)
H (3.213, -1.013, -3.278)
H (1.757, -1.948, -2.915)
H (3.892, -0.966, -0.976)
H (3.410, -2.625, -1.326)
H (2.535, -1.576, 0.747)
H (1.439, -2.319, -0.211)
C (-3.895, 2.782, -3.864)
N (-2.599, 2.619, -3.263)
C (-1.750, 3.598, -2.865)
C (-0.698, 2.968, -2.267)
N (-0.887, 1.606, -2.272)
C (-2.050, 1.455, -2.900)
H (-3.971, 3.765, -4.324)
H (-4.664, 2.677, -3.096)
H (-4.055, 2.017, -4.623)
H (-1.938, 4.640, -3.024)
H (0.186, 3.448, -1.893)
H (-2.558, 0.530, -3.099)
S (-1.927, -2.923, -3.494)
C (-1.022, -1.744, -2.645)
N (-0.348, -2.134, -1.598)
C (-0.518, -3.496, -1.407)
C (0.049, -4.305, -0.414)
C (-0.237, -5.652, -0.395)
C (-1.069, -6.234, -1.353)
C (-1.632, -5.469, -2.351)
C (-1.353, -4.110, -2.366)
H (-0.970, -0.728, -2.989)
H (0.661, -3.891, 0.376)
H (0.193, -6.271, 0.377)
H (-1.277, -7.292, -1.311)
H (-2.272, -5.908, -3.098)

Frontier orbital gap (hartree): 0.2644
Spin multiplicity: 1
Total charge: +2

Löwdin atomic charge list, values in e, 4 entries: atom 1 (Zr): 1.88, atom 2 (O): 0.09, atom 3 (C): -0.48, atom 4 (N): -0.10

Entry 5:
Formula: C33H36N2O4OsP2S2
Source: the Open Molecules 2025 dataset
Level of theory: ωB97M-V with the def2-TZVPD basis set

Element x y z (Å)
Os (0.197, -0.880, -0.181)
O (1.214, -2.001, -1.346)
C (2.463, -2.498, -1.199)
C (3.212, -2.702, -2.353)
C (4.487, -3.225, -2.263)
C (5.034, -3.550, -1.023)
C (4.290, -3.359, 0.121)
C (2.992, -2.837, 0.053)
C (2.198, -2.658, 1.254)
N (1.119, -1.873, 1.376)
C (0.671, -1.958, 2.688)
C (1.487, -2.798, 3.356)
N (2.437, -3.220, 2.446)
H (2.773, -2.442, -3.307)
H (5.065, -3.379, -3.164)
H (6.036, -3.950, -0.956)
H (4.731, -3.598, 1.082)
H (-0.194, -1.415, 3.023)
H (1.481, -3.135, 4.377)
H (3.168, -3.889, 2.631)
O (-0.322, 0.542, 1.136)
P (0.507, 1.831, 1.460)
C (1.873, 1.874, 0.305)
C (2.881, 0.906, 0.417)
C (3.856, 0.806, -0.561)
C (3.834, 1.674, -1.648)
C (2.848, 2.643, -1.755)
C (1.862, 2.746, -0.782)
C (1.106, 1.739, 3.131)
C (2.399, 2.130, 3.474)
C (2.795, 2.096, 4.803)
C (1.904, 1.678, 5.781)
C (0.610, 1.298, 5.443)
C (0.205, 1.332, 4.120)
C (-0.535, 3.251, 1.267)
C (-1.557, 3.240, 0.317)
C (-2.319, 4.380, 0.125)
C (-2.063, 5.522, 0.875)
C (-1.050, 5.531, 1.823)
C (-0.282, 4.395, 2.025)
H (2.915, 0.253, 1.282)
H (4.638, 0.062, -0.473)
H (4.600, 1.599, -2.409)
H (2.846, 3.324, -2.595)
H (1.090, 3.500, -0.870)
H (3.091, 2.468, 2.714)
H (3.796, 2.403, 5.075)
H (2.215, 1.658, 6.817)
H (-0.085, 0.989, 6.212)
H (-0.810, 1.056, 3.855)
H (-1.755, 2.343, -0.258)
H (-3.115, 4.384, -0.608)
H (-2.662, 6.409, 0.721)
H (-0.862, 6.419, 2.410)
H (0.502, 4.398, 2.773)
C (-5.029, 1.601, -1.257)
C (-4.774, 0.242, -1.859)
C (-6.009, -0.608, -2.019)
O (-3.862, -0.464, -0.908)
P (-2.621, -1.268, -1.364)
S (-1.903, -2.354, 0.149)
S (-1.079, -0.013, -1.949)
O (-3.080, -2.082, -2.608)
C (-2.161, -3.003, -3.335)
C (-2.097, -2.517, -4.761)
C (-2.719, -4.394, -3.167)
H (-5.690, 2.168, -1.912)
H (-4.099, 2.156, -1.138)
H (-5.507, 1.500, -0.283)
H (-4.238, 0.331, -2.807)
H (-6.504, -0.740, -1.056)
H (-5.765, -1.585, -2.432)
H (-6.702, -0.110, -2.698)
H (-1.182, -2.921, -2.854)
H (-3.088, -2.541, -5.215)
H (-1.441, -3.170, -5.337)
H (-1.706, -1.501, -4.814)
H (-3.718, -4.458, -3.598)
H (-2.768, -4.674, -2.115)
H (-2.075, -5.107, -3.684)

Frontier orbital gap (spin up / spin down) (hartree): 0.3122 / 0.2261
Spin multiplicity: 5
Total charge: +2

Löwdin atomic charge list, values in e, 4 entries: atom 1 (Os): 1.35, atom 2 (O): -0.32, atom 3 (C): -0.31, atom 4 (C): 0.01

> spin multiplicity of number 1 (C33H36F4KN13OS5)?

1